A 2-piece molecular cluster, C28H24NO2S overall at a distorted geometry, computed with ωB97M-V/def2-TZVPD.

Calculated values
- total charge = -1
- electronic energy (eV) = -45847.48703
- M (u) = 438.572
- highest occupied orbital energy (eV) = -2.992

Each line ends with the natural charge from an NBO analysis.
Geometry (Å):
S1 2.553 -0.068 -1.584  -0.37
C1 3.474 0.591 -0.356  -0.16
C2 3.933 -0.155 0.769  -0.28
C3 4.399 0.520 1.891  -0.21
C4 4.524 1.921 1.884  -0.31
C5 4.215 2.645 0.717  -0.22
C6 3.752 1.988 -0.413  -0.27
H1 3.857 -1.240 0.739  0.21
H2 4.664 -0.044 2.790  0.19
H3 4.871 2.447 2.777  0.19
H4 4.327 3.731 0.692  0.19
H5 3.518 2.515 -1.336  0.21
C7 -2.135 -2.323 -6.272  -0.21
C8 -2.126 -2.208 -4.877  -0.21
C9 -1.459 -1.131 -4.296  -0.02
C10 -0.827 -0.165 -5.089  -0.13
C11 -0.852 -0.259 -6.478  -0.17
C12 -1.500 -1.348 -7.072  -0.21
C13 -0.188 0.876 -4.224  0.56
O1 0.398 1.884 -4.593  -0.55
C14 -0.450 0.441 -2.815  -0.35
C15 -0.054 1.165 -1.736  0.06
C16 -0.304 0.786 -0.355  -0.16
C17 -0.015 -0.512 0.093  -0.03
C18 -0.366 -0.948 1.358  -0.13
C19 -0.964 -0.038 2.276  0.26
N1 -1.281 -0.447 3.541  -0.45
C20 -0.789 -1.710 4.056  -0.19
C21 -0.863 -2.796 3.001  -0.40
C22 -0.107 -2.369 1.741  -0.42
C23 -1.633 0.513 4.569  -0.19
C24 -2.527 1.599 4.007  -0.40
C25 -1.865 2.270 2.801  -0.40
C26 -1.213 1.302 1.864  -0.12
C27 -0.844 1.696 0.583  -0.15
C28 -1.298 -0.797 -2.845  0.53
O2 -1.810 -1.417 -1.919  -0.56
H6 -2.638 -3.168 -6.747  0.21
H7 -2.617 -2.934 -4.232  0.23
H8 -0.361 0.514 -7.065  0.23
H9 -1.517 -1.445 -8.160  0.21
H10 0.361 2.157 -1.928  0.23
H11 0.514 -1.206 -0.562  0.24
H12 0.253 -1.603 4.405  0.17
H13 -1.405 -1.973 4.924  0.19
H14 -0.438 -3.721 3.397  0.20
H15 -1.913 -2.988 2.746  0.20
H16 -0.383 -3.024 0.902  0.22
H17 0.976 -2.511 1.900  0.21
H18 -2.144 -0.035 5.369  0.19
H19 -0.723 0.967 5.004  0.17
H20 -3.485 1.159 3.702  0.20
H21 -2.733 2.336 4.787  0.20
H22 -2.609 2.869 2.260  0.21
H23 -1.105 2.978 3.168  0.20
H24 -1.042 2.714 0.241  0.20